Record 1
{
  "formula": "C13H24CaCl5CsFN2NaO6S",
  "method": "ωB97M-V/def2-TZVPD",
  "spin_multiplicity": 1,
  "gap_ev": 1.777,
  "species": ["N", "C", "O", "O", "C", "C", "C", "S", "H", "H", "H", "H", "H", "H", "H", "H", "H", "C", "C", "O", "C", "H", "H", "H", "H", "H", "H", "Cs", "C", "Cl", "Cl", "H", "H", "F", "C", "O", "O", "O", "Ca", "Cl", "C", "C", "Cl", "H", "H", "H", "H", "Cl", "Na", "C", "C", "N", "H", "H", "H"],
  "xyz": [[1.33247, 3.02702, 4.19562], [0.93576, 3.66210, 2.97309], [0.80562, 2.97608, 2.01296], [0.77812, 4.98959, 2.86897], [-0.05549, 5.66066, 3.83228], [-1.54790, 5.33233, 3.67829], [-2.12290, 4.27836, 4.66906], [-2.75771, 2.75161, 3.86800], [1.60824, 3.72411, 4.88758], [0.52762, 2.55830, 4.60169], [0.06728, 6.71706, 3.61336], [0.31848, 5.52190, 4.84996], [-1.71431, 5.02231, 2.64930], [-2.09723, 6.25528, 3.84980], [-1.44060, 4.00848, 5.47077], [-2.98690, 4.73993, 5.13956], [-3.40170, 3.24967, 2.79696], [-0.62171, 0.48272, 1.17271], [-1.97052, -0.02083, 0.90206], [-2.88791, 0.15602, 1.69580], [-2.21218, -0.77366, -0.39864], [-0.62325, 0.99238, 2.13280], [0.09885, -0.36235, 1.19627], [-0.32001, 1.18786, 0.39868], [-1.60009, -1.65624, -0.41875], [-1.98166, -0.12542, -1.24674], [-3.26136, -1.08128, -0.46673], [-4.19007, -0.89476, 3.24865], [-9.14627, -1.39047, 0.29859], [-7.40079, -1.70692, 0.19102], [-9.82674, -1.69103, 1.93431], [-9.33522, -0.35383, 0.04105], [-9.64968, -2.04499, -0.40346], [0.84017, -1.44891, 0.06345], [3.69092, -2.39117, -0.99751], [4.70294, -2.07050, -0.34244], [3.34333, -1.84557, -2.10945], [2.85821, -3.29795, -0.63049], [-0.77375, -2.90346, -1.24626], [1.57419, -4.63796, -7.12542], [2.58564, -3.55038, -6.12822], [3.21784, -4.25693, -4.95917], [2.01303, -4.74069, -3.74107], [1.96383, -2.72172, -5.80085], [3.36302, -3.15863, -6.78287], [3.92088, -3.59263, -4.46060], [3.75600, -5.14897, -5.27168], [-5.81989, -2.61755, -1.56898], [3.48010, 1.76464, 4.25520], [7.30382, -2.96278, -5.28110], [6.37444, -3.27107, -4.19780], [5.64852, -3.51203, -3.35093], [8.17439, -2.44557, -4.88375], [7.62608, -3.88265, -5.76474], [6.81672, -2.32513, -6.01645]],
  "forces_ev_per_angstrom": [[0.1, 1.4, 0.9], [-0.2, -0.7, -0.9], [0.1, -0.3, -0.5], [0.0, 0.1, 0.9], [-0.2, 0.5, -0.1], [0.5, -0.5, 0.7], [-1.0, 0.6, -0.9], [0.5, -0.4, 0.3], [-0.1, 0.1, 0.0], [0.0, -0.4, -0.2], [0.2, 0.0, -0.1], [-0.1, -0.2, 0.0], [0.0, 0.1, -0.1], [0.0, 0.1, -0.1], [0.1, -0.3, -0.1], [0.0, -0.1, 0.3], [0.2, 0.3, 0.2], [-0.2, 0.3, 0.9], [0.9, 0.2, -0.4], [1.6, 1.4, -2.7], [-1.3, 0.5, 0.4], [-0.1, 0.2, 0.0], [0.0, 0.1, -0.7], [0.3, -0.2, -0.1], [-1.1, 2.4, 1.7], [0.2, -0.1, 0.0], [0.0, 0.0, -0.1], [-2.6, -1.9, 2.6], [0.4, 0.2, 0.5], [-1.9, 0.7, 1.0], [-0.1, 0.1, -0.1], [0.0, 0.0, 0.1], [0.0, -0.1, 0.1], [-2.2, -1.3, -1.0], [-1.1, 0.2, -1.1], [0.0, -0.1, 0.2], [0.4, 0.2, 0.2], [0.1, -0.6, 0.6], [4.4, -1.4, -0.7], [-0.1, 0.0, -0.1], [0.1, 0.0, 0.0], [0.0, 0.2, -0.1], [-0.1, -0.1, 0.0], [0.0, -0.1, 0.0], [0.0, 0.0, 0.0], [-0.4, 0.0, 0.1], [-0.1, -0.1, 0.0], [2.4, -0.7, -1.2], [-0.1, -0.3, -0.4], [-0.1, 0.0, 0.1], [0.7, 0.2, -0.5], [-0.1, -0.3, 0.6], [0.0, 0.0, 0.0], [0.0, 0.0, 0.0], [0.0, 0.0, 0.0]],
  "lowdin_charge": [0.1087, -0.5955, 0.1464, 0.0220, -0.1605, -0.2001, -0.5234, 0.6920, 0.0811, 0.0948, 0.1283, 0.1169, 0.1100, 0.1135, 0.0626, 0.0587, -0.1093, -0.0310, -0.4543, -0.5181, -0.0547, 0.0504, 0.0711, 0.1111, -0.1246, 0.1240, 0.0632, 1.1423, -0.9887, 0.3044, 0.4314, 0.0160, 0.0251, -0.5893, -1.0097, -0.0184, -0.0609, -0.0600, 1.4113, 0.5093, -0.6584, -0.6720, 0.5197, 0.0672, 0.0660, 0.0110, 0.0703, -0.6018, 0.5773, -0.0624, -0.2439, 0.1956, 0.0795, 0.0782, 0.0778]
}

---

Record 2
{
  "formula": "C5H7NO",
  "method": "ωB97M-V/def2-TZVPD",
  "spin_multiplicity": 1,
  "de_lowest_kcal_mol": 98.5,
  "gap_ev": [7.847, 7.845],
  "species": ["C", "C", "N", "C", "C", "C", "O", "H", "H", "H", "H", "H", "H", "H"],
  "xyz": [[-1.81483, 0.47307, -0.76573], [-0.03936, -0.72823, 0.60789], [1.08843, -1.42846, 0.87374], [1.05076, 0.01138, 1.29810], [1.44604, 0.84759, 0.24456], [-0.77130, -0.61675, -0.66501], [-0.62981, -1.47373, -1.52317], [-1.71902, 1.00162, -1.71745], [-1.75496, 1.17918, 0.06688], [-2.80145, -0.00386, -0.75245], [1.69258, -1.65377, 0.07194], [1.05547, 0.24990, 2.35565], [1.72483, 0.41239, -0.70772], [1.56706, 1.92072, 0.36147]],
  "forces_ev_per_angstrom": [[0.0, 0.0, 0.0], [0.1, -0.3, -0.1], [-0.1, -0.1, -0.1], [0.1, 0.4, 0.2], [0.0, 0.1, 0.0], [0.0, -0.1, -0.2], [-0.1, 0.2, 0.3], [0.0, -0.1, 0.1], [0.0, -0.1, -0.1], [0.1, 0.1, 0.0], [0.0, 0.0, 0.0], [0.0, -0.1, -0.2], [-0.1, 0.0, 0.1], [0.0, -0.1, 0.0]],
  "lowdin_charge": [-0.0216, -0.1478, 0.1195, -0.2993, 0.0968, -0.4679, 0.0575, 0.0857, 0.0793, 0.0890, 0.1228, 0.1338, 0.0796, 0.0726]
}

---

Record 3
{
  "formula": "C18H21BrO3",
  "method": "ωB97M-V/def2-TZVPD",
  "spin_multiplicity": 1,
  "smiles": "COc1ccccc1OCCCOc1c(C)cc(C)cc1Br",
  "de_lowest_kcal_mol": 1.7,
  "gap_ev": 8.855,
  "species": ["C", "O", "C", "C", "C", "C", "C", "C", "O", "C", "C", "C", "H", "O", "C", "C", "C", "C", "C", "C", "C", "H", "H", "H", "H", "C", "H", "H", "H", "H", "Br", "H", "H", "H", "H", "H", "H", "H", "H", "H", "H", "H", "H"],
  "xyz": [[-4.68716, -2.27589, -2.14974], [-3.80568, -1.66477, -1.24253], [-4.33084, -0.88224, -0.25788], [-5.67534, -0.60427, -0.08780], [-6.09950, 0.21488, 0.95113], [-5.18185, 0.75840, 1.82172], [-3.82782, 0.48792, 1.66624], [-3.38922, -0.32778, 0.63864], [-2.09196, -0.66298, 0.39425], [-1.08506, -0.14273, 1.23056], [0.25231, -0.68556, 0.74043], [0.52315, -0.24396, -0.69950], [0.49057, 0.85091, -0.75666], [1.75092, -0.74095, -1.20402], [2.89751, -0.21089, -0.66412], [3.69326, -1.02039, 0.14420], [4.88192, -0.57711, 0.68860], [5.31098, 0.71841, 0.43497], [4.53946, 1.51975, -0.39405], [3.34981, 1.07931, -0.95870], [2.59202, 1.96956, -1.89792], [1.99543, 1.37606, -2.58678], [1.93027, 2.64136, -1.34944], [3.28595, 2.58157, -2.47017], [4.87870, 2.51999, -0.62357], [6.60110, 1.21639, 1.01013], [6.79238, 0.76364, 1.98000], [7.42752, 0.95584, 0.34838], [6.58442, 2.29784, 1.11989], [5.46776, -1.23827, 1.30876], [3.11566, -2.79921, 0.47880], [-0.24242, -0.66021, -1.35658], [0.23342, -1.77488, 0.78107], [1.04463, -0.32140, 1.39942], [-1.08557, 0.95733, 1.18827], [-1.25040, -0.45309, 2.27186], [-3.12334, 0.92021, 2.35899], [-5.50507, 1.39606, 2.63022], [-7.15264, 0.41994, 1.06768], [-6.40871, -1.02003, -0.76022], [-4.05870, -2.85681, -2.82301], [-5.24922, -1.53534, -2.72929], [-5.38866, -2.94661, -1.64224]],
  "forces_ev_per_angstrom": [[-0.2, -0.1, -0.2], [0.1, 0.2, 0.3], [0.2, 0.0, 0.0], [0.1, -0.2, -0.2], [0.0, 0.1, 0.2], [-0.2, 0.0, 0.0], [0.3, -0.1, -0.1], [0.0, -0.1, -0.2], [-0.3, -0.1, -0.2], [0.4, 0.1, 0.3], [-0.3, 0.1, -0.3], [-0.4, 0.0, 0.4], [0.0, 0.0, -0.1], [0.5, 0.2, -0.2], [0.1, -0.1, 0.1], [-0.3, -0.2, -0.1], [-0.1, 0.1, 0.0], [-0.1, 0.0, 0.0], [0.0, -0.2, 0.1], [-0.2, -0.2, -0.1], [0.0, 0.0, 0.0], [-0.1, 0.0, 0.0], [-0.1, 0.0, 0.0], [0.0, 0.0, 0.0], [0.0, 0.1, 0.0], [0.1, 0.0, -0.1], [0.1, 0.0, 0.1], [0.1, 0.0, 0.0], [0.1, 0.1, 0.0], [0.0, -0.1, 0.1], [0.2, 0.1, 0.1], [0.1, 0.1, 0.0], [0.1, 0.0, 0.1], [0.0, 0.0, 0.0], [-0.1, -0.1, 0.0], [0.0, 0.1, -0.1], [0.1, 0.0, 0.0], [0.0, 0.1, 0.1], [-0.1, 0.0, 0.0], [0.0, -0.1, -0.1], [-0.1, 0.0, 0.0], [0.0, 0.0, 0.0], [0.0, 0.0, 0.0]],
  "lowdin_charge": [-0.0864, -0.0679, -0.2018, -0.0259, -0.0997, -0.0994, -0.0221, -0.1893, -0.0299, -0.2031, -0.1436, -0.1778, 0.1193, -0.1013, -0.2984, -0.5719, -0.0901, -0.2756, -0.0053, -0.1885, -0.0341, 0.0850, 0.0859, 0.0816, 0.1200, -0.0498, 0.0778, 0.0854, 0.0762, 0.1067, 0.8000, 0.1375, 0.1036, 0.1224, 0.1347, 0.1332, 0.1034, 0.1002, 0.1003, 0.1023, 0.0940, 0.0959, 0.0967]
}

---

Record 4
{
  "formula": "C7H10N6O2",
  "method": "ωB97M-V/def2-TZVPD",
  "spin_multiplicity": 1,
  "smiles": "C=C(N)N[C@]1(N)OC(=O)Nc2nc[nH]c21",
  "de_lowest_kcal_mol": 0.4,
  "gap_ev": 8.704,
  "species": ["C", "C", "C", "C", "C", "C", "C", "N", "N", "N", "N", "N", "N", "O", "O", "H", "H", "H", "H", "H", "H", "H", "H", "H", "H"],
  "xyz": [[-2.91610, -0.12096, 0.66081], [-1.07717, 0.01881, -0.48286], [-1.21356, 1.09230, 0.37243], [0.13292, -0.21159, -1.24627], [0.69386, 2.14806, -0.52839], [1.30108, -0.77243, 0.82611], [2.35311, -0.27934, 1.52555], [-2.40332, 1.00647, 1.01458], [-2.16306, -0.77404, -0.32033], [-0.26791, 2.06704, 0.43078], [1.24670, -0.91200, -0.58945], [-0.05971, -0.80347, -2.58972], [0.28726, -1.46205, 1.49710], [0.65951, 1.19808, -1.54527], [1.54728, 2.99338, -0.54568], [-3.89785, -0.29577, 1.01127], [3.09164, 0.15510, 0.99927], [2.28006, -0.13361, 2.59988], [-2.30993, -1.71954, -0.47477], [-0.21486, 2.75354, 1.15971], [2.16986, -0.70131, -0.84112], [0.76854, -1.34205, -2.93895], [-0.17473, 0.08767, -3.18756], [0.46462, -1.97012, 2.35496], [-0.29823, -2.02220, 0.83791]],
  "forces_ev_per_angstrom": [[0.4, -0.2, -1.2], [0.7, 0.5, 0.7], [-0.8, -1.8, -1.3], [3.1, 0.3, -2.4], [0.9, -0.4, -1.0], [0.8, -1.5, 2.1], [-3.3, -0.9, 0.4], [1.1, 1.4, 0.8], [-1.9, 2.2, 2.3], [0.2, 0.6, -0.1], [-2.3, -0.3, 2.0], [0.2, 2.0, -0.3], [-1.7, -0.8, -1.2], [-0.6, -0.1, 1.2], [-0.1, 0.1, 0.0], [-0.7, -1.2, -0.1], [2.6, 1.6, -1.5], [0.2, -0.4, -0.2], [0.1, -1.8, -1.0], [-0.2, 0.1, 0.2], [1.1, 0.8, -1.7], [-0.9, 1.0, 0.8], [0.1, -2.2, 0.8], [0.4, 0.4, -0.3], [0.9, 0.7, 1.2]],
  "lowdin_charge": [-0.1567, -0.1964, -0.2676, -0.4128, -0.5312, -0.4457, 0.0542, 0.1367, 0.1454, 0.2030, 0.1162, 0.0955, 0.0952, 0.0398, 0.1097, 0.1106, 0.0111, 0.0656, 0.1277, 0.1695, 0.1111, 0.0950, 0.1258, 0.0975, 0.1008]
}